ORCA calculation (ωB97M-V/def2-TZVPD) on 7 unconnected molecules or ions with the total composition C41H32N2O28 at a distorted geometry.

Structure (XYZ):
```
103
Properties=species:S:1:pos:R:3:forces:R:3
N -1.211 0.256 3.786 -0.42 -0.98 -0.91
C -1.590 1.105 2.646 -0.57 1.61 0.55
C -1.623 2.583 3.160 -0.37 -0.57 0.45
N -0.396 2.789 3.962 -0.96 1.56 -0.69
C -0.724 3.879 4.928 0.22 -0.43 1.03
C 0.487 4.409 5.816 2.00 0.56 1.46
O 0.314 5.531 6.384 -1.56 0.08 -0.62
O 1.574 3.789 6.042 -2.03 -0.68 -1.01
C 0.723 3.106 3.059 4.24 -1.08 -0.72
O 0.623 3.820 2.037 -1.70 0.28 0.40
O 1.868 2.539 3.310 -2.47 -0.23 0.30
H -1.329 -0.710 3.461 0.12 0.25 0.29
H -0.215 0.339 3.977 -0.44 0.53 0.00
H -0.889 1.036 1.787 -0.62 0.18 0.58
H -2.649 0.849 2.353 1.02 0.00 -0.11
H -2.490 2.723 3.866 0.70 -0.43 -0.56
H -1.785 3.333 2.340 0.46 -0.56 0.46
H -1.486 3.427 5.658 1.23 0.62 -1.12
H -1.262 4.754 4.457 0.79 -0.59 0.23
C 0.506 -0.601 -1.087 -0.06 0.02 0.12
C 0.991 -1.153 -2.203 0.38 0.64 0.15
C 0.412 -2.408 -2.768 -0.45 -0.41 0.19
O 0.874 -2.868 -3.801 0.46 0.36 0.03
C -0.691 -3.042 -2.051 0.25 -0.03 -0.35
C -1.176 -2.493 -0.932 -0.56 -0.73 -0.05
C -0.615 -1.222 -0.380 0.45 0.63 0.13
O -1.095 -0.749 0.627 -0.22 -0.89 -0.39
O -2.187 -3.054 -0.251 0.48 0.63 0.01
O 2.024 -0.605 -2.873 -0.78 -0.42 -0.16
H 0.915 0.311 -0.667 -0.03 0.01 0.04
H -1.088 -3.960 -2.463 0.00 0.02 0.00
H -2.345 -2.463 0.512 -0.02 -0.02 0.00
H 2.182 -1.190 -3.637 0.20 0.04 0.09
C -1.259 -2.263 -8.476 0.16 -0.02 0.15
C -2.508 -2.625 -8.781 0.20 0.53 -0.61
C -3.276 -3.583 -7.928 -0.07 -0.48 0.66
O -4.421 -3.868 -8.238 0.05 0.22 -0.36
C -2.613 -4.142 -6.756 -0.31 0.13 -0.35
C -1.359 -3.785 -6.448 -0.10 -0.73 0.84
C -0.599 -2.804 -7.287 0.15 0.42 -0.44
O 0.530 -2.492 -6.967 -0.07 -0.24 0.14
O -0.731 -4.288 -5.377 -0.10 0.44 -1.20
O -3.137 -2.144 -9.870 -0.11 -0.49 0.52
H -0.695 -1.570 -9.084 -0.01 0.00 0.02
H -3.174 -4.847 -6.158 0.03 0.02 0.02
H 0.157 -3.873 -5.367 -0.02 0.04 0.54
H -4.023 -2.555 -9.861 -0.03 0.14 0.00
C -4.202 1.314 -9.915 0.21 0.23 -0.09
C -5.423 0.922 -9.541 0.45 -0.72 -0.06
C -6.524 1.906 -9.307 -0.26 0.61 0.07
O -7.626 1.502 -8.987 0.16 -0.32 -0.04
C -6.221 3.327 -9.472 -0.19 -0.25 0.04
C -4.998 3.720 -9.842 -0.40 0.78 0.09
C -3.905 2.733 -10.102 0.29 -0.63 0.00
O -2.812 3.135 -10.456 -0.18 0.33 0.01
O -4.692 5.019 -9.998 0.34 -0.73 -0.10
O -5.720 -0.377 -9.359 -0.41 0.65 0.02
H -3.399 0.610 -10.089 -0.04 -0.03 0.01
H -7.020 4.030 -9.283 0.02 0.00 0.00
H -3.754 5.036 -10.268 -0.04 0.07 0.03
H -6.660 -0.396 -9.095 0.05 -0.07 0.02
C -0.910 2.462 9.171 -0.01 -0.05 -0.05
C -0.818 2.042 10.436 0.34 -0.23 -0.42
C -1.658 2.632 11.519 -0.28 0.36 0.05
O -1.554 2.203 12.660 0.18 -0.19 -0.05
C -2.576 3.712 11.167 0.13 -0.28 0.30
C -2.668 4.137 9.902 -0.54 0.59 0.37
C -1.848 3.528 8.813 0.63 -0.35 -0.43
O -1.978 3.931 7.680 -0.61 0.27 0.47
O -3.500 5.130 9.548 0.43 -0.49 -0.30
O 0.040 1.060 10.799 -0.44 0.29 0.39
H -0.308 2.042 8.375 0.03 0.12 -0.04
H -3.166 4.143 11.964 0.00 0.00 -0.02
H -3.373 5.241 8.583 0.10 0.04 0.01
H -0.089 0.946 11.757 0.02 0.01 -0.07
C 1.773 -3.209 5.505 -0.07 0.06 -0.07
C 2.852 -3.846 5.959 -0.58 -0.44 0.12
C 4.214 -3.235 5.886 0.53 0.89 -0.32
O 5.168 -3.858 6.335 -0.25 -0.46 0.13
C 4.346 -1.922 5.276 0.09 -0.72 0.31
C 3.265 -1.268 4.810 0.63 1.40 -0.51
C 1.893 -1.875 4.909 -0.17 -0.21 0.13
O 0.938 -1.260 4.497 0.32 -0.22 -0.02
O 3.380 -0.062 4.250 -0.80 -1.55 0.43
O 2.770 -5.077 6.510 0.49 0.34 -0.10
H 0.783 -3.642 5.556 0.01 0.02 0.02
H 5.340 -1.502 5.216 -0.05 0.06 0.01
H 2.475 0.233 3.991 0.16 0.98 -0.05
H 3.686 -5.309 6.756 -0.02 0.07 -0.01
C 6.518 -2.662 -2.469 -0.25 0.06 -0.07
C 7.714 -2.437 -1.921 0.08 -0.79 -0.24
C 8.055 -1.120 -1.299 -0.23 0.80 0.23
O 9.155 -0.969 -0.795 0.11 -0.42 -0.17
C 7.048 -0.065 -1.329 0.41 -0.21 0.04
C 5.848 -0.287 -1.881 -0.24 1.00 0.27
C 5.499 -1.613 -2.479 0.15 -0.57 -0.11
O 4.392 -1.775 -2.954 0.24 0.07 -0.09
O 4.906 0.665 -1.922 0.24 -0.97 -0.35
O 8.672 -3.383 -1.900 -0.07 0.69 0.21
H 6.259 -3.610 -2.920 0.01 0.01 0.03
H 7.312 0.887 -0.891 -0.06 -0.02 0.03
H 4.133 0.259 -2.364 -0.17 0.17 0.17
H 9.433 -2.970 -1.449 -0.03 -0.03 0.01
```
Forces are in eV/Å.

Values from the calculation:
- E_HOMO (eV) = -0.8
- charge = -2
- E_LUMO (eV) = 0.27
- DFT total energy (hartree) = -3797.7662